[1]
This record from OMol25 describes a 13-piece molecular cluster, C52H78O39 overall at a distorted geometry. The level of theory is ωB97M-V/def2-TZVPD.

```
169
Properties=species:S:1:pos:R:3:lowdin_charge:R:1
C 6.19 2.30 -2.97 -0.014
C 5.35 1.05 -2.96 -0.322
C 6.10 -0.27 -3.34 -0.053
O 6.16 -1.00 -2.13 0.092
C 5.30 -0.53 -1.26 -0.536
O 4.99 -1.07 -0.23 0.161
O 4.91 0.74 -1.65 0.040
H 6.61 2.53 -3.95 0.095
H 7.08 2.04 -2.39 0.097
H 5.69 3.17 -2.56 0.061
H 4.45 1.16 -3.56 0.133
H 7.16 -0.12 -3.56 0.141
H 5.50 -0.81 -4.08 0.129
C 3.54 3.60 -0.14 -0.016
C 4.62 3.39 0.91 -0.272
C 5.86 4.25 0.81 -0.106
O 5.78 5.06 1.97 0.061
C 4.74 4.79 2.79 -0.455
O 4.42 5.41 3.83 0.107
O 4.10 3.68 2.26 0.055
H 3.27 4.64 -0.34 0.094
H 2.54 3.24 0.11 0.081
H 3.76 3.18 -1.12 0.058
H 4.92 2.35 0.87 0.137
H 5.98 4.85 -0.09 0.133
H 6.80 3.70 0.85 0.132
C 2.14 -8.10 3.42 -0.007
C 0.88 -7.28 3.35 -0.337
C 0.64 -6.27 4.40 -0.104
O 0.33 -5.11 3.68 0.072
C 0.56 -5.29 2.35 -0.506
O 0.39 -4.42 1.48 0.101
O 0.97 -6.51 2.18 0.117
H 2.17 -8.69 4.33 0.092
H 2.97 -7.41 3.56 0.090
H 2.33 -8.70 2.54 0.093
H -0.07 -7.82 3.32 0.168
H 1.55 -6.16 4.99 0.142
H -0.27 -6.54 4.93 0.147
C -2.12 2.06 -2.62 -0.005
C -3.06 3.08 -2.06 -0.288
C -2.82 3.52 -0.66 -0.098
O -2.83 4.91 -0.70 0.122
C -3.02 5.33 -1.89 -0.631
O -3.11 6.50 -2.26 0.123
O -2.99 4.33 -2.74 0.110
H -1.88 2.07 -3.69 0.083
H -2.43 1.03 -2.42 0.085
H -1.20 2.20 -2.05 0.058
H -4.09 2.77 -2.21 0.152
H -1.98 3.07 -0.13 0.127
H -3.69 3.36 -0.02 0.131
C -1.60 -5.86 -1.91 -0.008
C -2.28 -5.35 -0.59 -0.273
C -3.71 -4.77 -0.75 -0.081
O -4.46 -5.70 0.04 0.069
C -3.70 -6.60 0.68 -0.570
O -4.13 -7.43 1.45 0.143
O -2.41 -6.44 0.34 0.075
H -2.19 -6.68 -2.31 0.079
H -0.62 -6.33 -1.75 0.083
H -1.69 -5.06 -2.65 0.062
H -1.68 -4.56 -0.13 0.122
H -4.00 -4.68 -1.79 0.117
H -3.81 -3.76 -0.35 0.111
C -5.46 4.07 3.40 0.000
C -5.51 2.71 2.66 -0.271
C -4.62 1.64 3.28 -0.101
O -5.44 0.59 3.62 0.089
C -6.69 0.88 3.48 -0.552
O -7.67 0.24 3.89 0.103
O -6.77 2.13 2.97 0.070
H -5.20 3.83 4.43 0.077
H -6.43 4.57 3.37 0.087
H -4.70 4.75 3.02 0.077
H -5.44 2.79 1.57 0.136
H -4.16 1.95 4.22 0.135
H -3.83 1.27 2.62 0.109
C 0.95 2.95 4.44 -0.019
C -0.01 4.09 4.34 -0.305
C -1.09 4.08 3.14 -0.037
O -2.28 3.90 3.89 0.037
C -2.12 3.97 5.20 -0.535
O -3.00 4.09 6.01 0.153
O -0.78 3.98 5.49 0.074
H 1.49 2.89 5.38 0.098
H 1.78 2.97 3.74 0.072
H 0.44 1.99 4.34 0.077
H 0.49 5.06 4.37 0.150
H -0.90 3.29 2.42 0.107
H -1.07 5.08 2.71 0.129
C -3.59 -1.93 2.84 0.011
C -2.45 -2.94 3.15 -0.280
C -2.02 -2.86 4.55 -0.139
O -2.43 -4.05 5.14 0.072
C -2.96 -4.89 4.19 -0.572
O -3.33 -6.03 4.35 0.150
O -3.07 -4.21 3.10 0.107
H -3.41 -0.87 2.97 0.054
H -4.53 -2.15 3.35 0.102
H -3.77 -2.01 1.77 0.075
H -1.58 -2.90 2.49 0.133
H -2.43 -1.98 5.03 0.144
H -0.93 -2.83 4.60 0.122
C 0.54 0.31 -4.92 -0.003
C 0.84 -1.16 -5.18 -0.295
C 2.28 -1.53 -4.91 -0.098
O 2.21 -2.46 -3.85 0.096
C 0.94 -2.71 -3.53 -0.635
O 0.58 -3.41 -2.66 0.196
O 0.18 -1.95 -4.23 0.111
H 1.14 0.94 -5.57 0.079
H 0.70 0.69 -3.91 0.074
H -0.50 0.57 -5.14 0.081
H 0.57 -1.54 -6.17 0.162
H 2.86 -0.64 -4.68 0.117
H 2.63 -2.01 -5.82 0.138
C 3.59 5.09 -4.14 -0.016
C 2.07 4.96 -4.23 -0.288
C 1.57 3.55 -4.48 -0.113
O 0.98 3.20 -3.25 0.031
C 0.84 4.25 -2.42 -0.547
O 0.20 4.29 -1.41 0.183
O 1.57 5.25 -2.91 0.102
H 3.94 4.45 -3.34 0.061
H 3.84 6.12 -3.87 0.095
H 4.12 4.83 -5.06 0.092
H 1.75 5.63 -5.02 0.156
H 2.34 2.88 -4.85 0.128
H 0.75 3.67 -5.19 0.140
C 5.15 -0.62 3.32 0.000
C 3.67 -0.42 2.86 -0.316
C 2.94 -1.69 2.29 -0.104
O 1.64 -1.55 2.81 0.035
C 1.71 -0.71 3.95 -0.473
O 0.83 -0.60 4.79 0.135
O 2.93 -0.18 4.02 0.081
H 5.65 0.28 3.66 0.086
H 5.55 -1.14 2.45 0.069
H 5.17 -1.45 4.02 0.087
H 3.59 0.42 2.17 0.135
H 3.50 -2.59 2.57 0.142
H 2.97 -1.42 1.24 0.096
C 1.58 0.30 -0.99 0.025
C 0.07 -0.15 -0.93 -0.266
C -0.15 -1.44 -0.19 -0.109
O -0.69 -1.06 1.05 0.064
C -0.99 0.26 1.10 -0.470
O -1.38 0.86 2.10 0.114
O -0.64 0.78 -0.10 0.056
H 2.25 -0.25 -1.65 0.077
H 1.97 0.24 0.02 0.082
H 1.58 1.33 -1.35 0.063
H -0.35 -0.25 -1.93 0.129
H 0.79 -1.98 -0.08 0.132
H -0.86 -2.14 -0.62 0.120
C -4.34 -0.92 -6.33 -0.004
C -3.94 -0.55 -4.90 -0.361
C -5.13 -0.54 -3.92 -0.100
O -4.76 -1.44 -2.92 0.078
C -3.46 -1.83 -3.16 -0.478
O -2.80 -2.48 -2.36 0.132
O -3.13 -1.53 -4.42 0.094
H -3.43 -1.34 -6.77 0.086
H -4.56 0.03 -6.81 0.088
H -5.16 -1.64 -6.41 0.092
H -3.41 0.40 -4.96 0.136
H -6.05 -0.92 -4.35 0.138
H -5.23 0.47 -3.52 0.128
```

Values from the calculation:
E_tot   -135041.4149 eV
ΔE to the lowest compared entry with this formula, charge and spin   5.810 eV
HOMO energy   -9.84 eV

***

[2]
This record from OMol25 describes an isolated ion of composition C16H18NO3 and charge +1 at a distorted geometry. The level of theory is ωB97M-V/def2-TZVPD.

```
38
Properties=species:S:1:pos:R:3:lowdin_charge:R:1
C 3.44 -1.74 2.17 -0.015
C 3.13 -2.17 0.59 -0.272
O 2.10 -3.02 0.35 -0.030
O 3.98 -1.58 -0.46 -0.108
C 3.24 -0.62 -1.29 -0.160
C 2.55 0.62 -0.41 -0.161
C 0.95 0.27 -0.34 -0.146
C -0.01 1.49 0.20 -0.015
C 0.60 2.88 0.85 0.027
C -0.43 4.03 1.41 0.026
C -2.06 3.69 1.25 0.055
C -2.57 2.26 0.57 -0.079
O -3.99 1.89 0.39 -0.010
N -1.53 1.26 0.10 -0.001
C -2.00 -0.09 -0.49 -0.159
C -2.33 -1.31 0.60 0.017
C -2.80 -2.82 0.09 -0.033
C -2.93 -3.08 -1.52 -0.028
C -2.62 -1.85 -2.61 -0.032
C -2.15 -0.32 -2.13 0.007
H 4.37 -2.41 2.50 0.114
H 2.51 -1.90 2.86 0.099
H 3.77 -0.61 2.26 0.078
H 2.36 -1.24 -1.80 0.137
H 3.86 -0.16 -2.18 0.145
H 3.07 0.69 0.65 0.112
H 2.78 1.66 -0.95 0.130
H 0.61 0.05 -1.46 0.132
H 0.71 -0.66 0.36 0.142
H 1.76 3.12 0.96 0.117
H -0.03 5.05 1.89 0.125
H -2.84 4.47 1.64 0.110
H -4.45 2.63 -0.15 0.157
H -2.20 -1.12 1.77 0.111
H -2.97 -3.63 0.93 0.104
H -3.23 -4.14 -1.92 0.096
H -2.73 -2.12 -3.76 0.101
H -1.90 0.53 -2.93 0.110
```

Values from the calculation:
E_tot   -24491.1696 eV
ΔE to the lowest compared entry with this formula, charge and spin   10.264 eV
SMILES   CC(=O)OCCCc1cccc(O)[n+]1-c1ccccc1
HOMO energy   -11.81 eV
Charge   +1

***

[3]
This record from OMol25 describes a single C3H4N2O2 molecule at a distorted geometry. The level of theory is ωB97M-V/def2-TZVPD.

```
11
Properties=species:S:1:pos:R:3:lowdin_charge:R:1
N 2.35 0.73 -0.72 0.156
C 1.50 0.29 -0.03 -0.188
C 0.73 -0.54 0.95 -0.076
O 0.00 -1.42 -0.07 -0.060
C -1.14 -0.85 -0.45 -0.278
N -1.80 0.28 -0.35 0.055
O -1.09 1.42 0.41 -0.200
H 0.03 0.13 1.61 0.149
H 1.34 -1.26 1.49 0.125
H -1.68 -1.60 -1.10 0.150
H -1.39 2.29 -0.14 0.167
```

Values from the calculation:
E_tot   -10246.8423 eV
ΔE to the lowest compared entry with this formula, charge and spin   5.423 eV
SMILES   N#CCO/C=N\O
HOMO energy   -10.17 eV

***

[4]
This record from OMol25 describes C38H44F3N10O11S2SiTa as an isolated structure at a distorted geometry. The level of theory is ωB97M-V/def2-TZVPD.

```
110
Properties=species:S:1:pos:R:3:lowdin_charge:R:1
Ta 0.31 0.00 0.30 1.803
O -1.93 2.53 2.71 0.096
C -0.92 1.97 2.37 -0.555
O -0.94 0.83 1.71 -0.210
C 0.43 2.52 2.74 -0.044
C 0.50 3.39 3.81 0.095
C 1.74 3.81 4.25 -0.111
C 2.91 3.38 3.66 0.088
C 2.83 2.53 2.58 -0.051
C 1.59 2.11 2.08 -0.236
O 1.48 1.32 1.03 -0.279
N 4.11 2.05 2.01 -0.331
O 5.10 2.17 2.72 0.079
O 4.10 1.52 0.92 0.109
N 1.83 4.73 5.40 -0.352
O 0.79 5.10 5.90 0.091
O 2.94 5.06 5.77 0.087
H -0.41 3.72 4.30 0.141
H 3.87 3.69 4.04 0.137
F 2.74 3.12 -3.04 0.121
C 1.78 4.04 -3.07 -0.588
F 2.34 5.22 -2.74 0.140
F 1.38 4.17 -4.36 0.128
C 0.62 3.74 -2.16 -0.105
C -0.26 4.79 -1.90 0.015
C -1.31 4.63 -1.02 -0.018
C -1.41 3.41 -0.36 -0.109
N -0.59 2.39 -0.61 0.005
C 0.38 2.52 -1.53 -0.600
S 1.20 1.01 -1.84 0.755
H -0.10 5.74 -2.40 0.134
H -2.01 5.42 -0.82 0.115
H -2.16 3.25 0.41 0.111
C 2.29 -0.36 4.20 -0.012
C 2.78 -1.10 2.98 -0.310
C 3.97 -1.81 3.01 -0.024
C 4.37 -2.51 1.88 -0.032
C 3.58 -2.49 0.74 -0.009
C 2.40 -1.77 0.78 -0.425
N 2.01 -1.11 1.89 0.072
N 1.48 -1.59 -0.25 -0.216
Si 1.53 -2.62 -1.72 0.400
C 1.60 -4.41 -1.21 -0.153
C 2.99 -2.12 -2.76 -0.157
C 0.00 -2.37 -2.73 -0.178
H 2.08 -1.06 5.01 0.092
H 1.39 0.21 3.98 0.062
H 3.06 0.32 4.56 0.090
H 4.57 -1.81 3.91 0.119
H 5.30 -3.06 1.88 0.117
H 3.90 -3.00 -0.16 0.088
H 2.59 -4.77 -0.94 0.031
H 1.24 -5.01 -2.04 0.041
H 0.94 -4.60 -0.36 0.017
H 3.96 -2.26 -2.28 0.028
H 2.90 -1.07 -3.02 0.005
H 2.98 -2.71 -3.68 0.042
H -0.89 -2.78 -2.26 0.035
H 0.17 -2.90 -3.68 0.049
H -0.19 -1.32 -2.96 -0.008
C -2.17 -2.34 1.48 -0.172
N -0.87 -1.97 2.07 -0.100
C -1.15 -1.47 3.44 -0.161
N -1.85 -2.45 4.26 -0.077
C -3.12 -2.78 3.61 -0.161
N -2.91 -3.32 2.26 -0.073
C -2.08 -4.52 2.37 -0.163
N -0.79 -4.24 3.01 -0.077
C -0.09 -3.23 2.22 -0.170
C -1.04 -3.67 4.34 -0.165
H -2.00 -2.74 0.48 0.122
H -2.78 -1.43 1.41 0.124
H -1.76 -0.57 3.37 0.120
H -0.20 -1.22 3.92 0.105
H -3.72 -1.88 3.53 0.131
H -3.65 -3.52 4.21 0.127
H -1.90 -4.93 1.38 0.129
H -2.61 -5.27 2.97 0.127
H 0.11 -3.62 1.23 0.101
H 0.85 -3.00 2.71 0.115
H -0.09 -3.44 4.82 0.126
H -1.57 -4.41 4.94 0.127
C 1.31 0.60 -5.71 -0.036
C -0.16 0.76 -5.40 -0.261
C -0.75 2.02 -5.35 -0.031
C -2.09 2.17 -5.01 -0.042
C -2.84 1.05 -4.73 -0.292
C -2.28 -0.22 -4.79 -0.043
C -0.94 -0.36 -5.12 -0.051
S -4.53 1.20 -4.25 0.621
O -4.85 2.60 -4.23 -0.283
O -5.30 0.24 -5.00 -0.276
N -4.56 0.68 -2.70 -0.120
C -3.72 1.42 -1.76 -0.207
C -3.40 0.55 -0.55 -0.071
C -2.56 -0.62 -0.97 -0.526
O -2.96 -1.54 -1.62 0.116
O -1.25 -0.58 -0.59 -0.276
H 1.69 1.44 -6.27 0.082
H 1.48 -0.31 -6.28 0.083
H 1.88 0.53 -4.78 0.052
H -0.15 2.90 -5.58 0.102
H -2.55 3.15 -4.96 0.115
H -2.88 -1.10 -4.58 0.123
H -0.50 -1.34 -5.16 0.101
H -4.43 -0.33 -2.67 0.094
H -4.25 2.31 -1.44 0.127
H -2.78 1.74 -2.23 0.106
H -4.33 0.16 -0.13 0.143
H -2.88 1.14 0.21 0.089
```

Values from the calculation:
E_tot   -116798.8216 eV
ΔE to the lowest compared entry with this formula, charge and spin   0.000 eV
HOMO energy   -8.98 eV

***

[5]
This record from OMol25 describes C13H12BBeCl2F2OS as an isolated structure at a distorted geometry. The level of theory is ωB97M-V/def2-TZVPD.

```
33
Properties=species:S:1:pos:R:3:lowdin_charge:R:1
Be -0.39 -2.60 -0.52 0.120
Cl -0.52 -6.34 -0.63 0.630
C -0.98 -5.34 0.74 -0.819
Cl 0.15 -3.86 1.02 0.744
H -0.86 -5.83 1.66 0.017
H -1.98 -4.89 0.66 0.055
F -2.81 -3.78 -1.81 0.163
B -1.98 -2.77 -1.68 -0.557
F -2.28 -1.71 -2.42 0.139
O 0.51 -1.38 -0.17 -0.533
S 0.59 0.01 -0.95 1.195
C -0.75 0.99 -0.54 -0.438
C -1.22 1.17 0.74 -0.039
C -2.38 1.95 0.94 -0.032
C -3.03 2.55 -0.14 -0.017
C -2.53 2.30 -1.45 -0.035
C -1.38 1.55 -1.64 -0.076
C 1.90 0.81 -0.03 -0.380
C 2.18 0.52 1.29 -0.065
C 3.11 1.33 1.94 -0.048
C 3.85 2.28 1.24 -0.056
C 3.63 2.47 -0.11 -0.046
C 2.62 1.73 -0.75 -0.075
H -0.72 0.63 1.52 0.113
H -2.73 1.99 1.92 0.092
H -4.03 3.08 -0.02 0.141
H -2.85 2.78 -2.34 0.102
H -0.95 1.28 -2.60 0.114
H 1.58 -0.23 1.84 0.127
H 3.23 1.11 2.97 0.107
H 4.46 3.02 1.78 0.129
H 4.14 3.26 -0.69 0.128
H 2.42 1.92 -1.77 0.102
```

Values from the calculation:
E_tot   -58112.8655 eV
HOMO energy   -12.82 eV
Charge   +1

***

[6]
This record from OMol25 describes a single C6H8OS molecule at a distorted geometry. The level of theory is ωB97M-V/def2-TZVPD.

```
16
Properties=species:S:1:pos:R:3:lowdin_charge:R:1
O 0.64 2.00 0.27 0.104
C -0.04 1.03 0.07 -0.550
C -1.47 1.12 0.00 -0.103
C -1.96 -0.18 -0.77 -0.164
C -1.43 -1.41 -0.03 -0.195
C -0.25 -1.08 1.07 -0.106
C 0.67 -0.18 0.12 -0.750
S 2.13 -0.51 -0.37 0.847
H -1.82 2.01 -0.41 0.104
H -1.72 1.44 1.01 0.146
H -3.05 -0.20 -0.82 0.103
H -1.57 -0.31 -1.83 0.135
H -1.17 -2.28 -0.70 0.113
H -2.36 -1.92 0.50 0.132
H -0.75 -0.53 1.89 0.119
H 0.18 -1.95 1.38 0.062
```

Values from the calculation:
E_tot   -19231.8845 eV
ΔE to the lowest compared entry with this formula, charge and spin   2.379 eV
SMILES   O=C1CCCCC1=S
HOMO energy   -8.76 eV

***

Question: Which of these has the lowest E_tot?
Answer: C52H78O39

***

Question: The highest HOMO energy belongs to which entry?
Answer: C6H8OS

***

Question: Number 6 is which compound?
Answer: C6H8OS

***

Question: Number 4 is which compound?
Answer: C38H44F3N10O11S2SiTa